(1)
{"formula": "H5N3", "method": "ωB97M-V/def2-TZVPD", "smiles": "[H]/N=N\\[H].N", "molar_mass_g_mol": 47.06, "species": ["N", "N", "N", "H", "H", "H", "H", "H"], "positions_angstrom": [[0.746772, -0.202529, -1.786166], [-1.307905, 0.751108, 1.428548], [-1.036925, -0.385771, 0.954463], [-0.124368, -0.670148, 1.069446], [-0.640771, 0.874507, 2.213306], [0.004554, 0.342155, -1.296086], [0.824616, -1.026971, -1.135470], [1.534027, 0.317649, -1.448041]], "forces_ev_per_a": [[-0.859, -0.540, 2.170], [0.318, -2.789, 1.070], [-3.693, 2.802, -2.265], [2.887, -1.215, 1.786], [0.467, 1.218, -0.489], [0.116, -0.561, -0.830], [-0.291, 0.544, -1.120], [1.054, 0.541, -0.321]], "mulliken_charge": [-0.71, -0.19, -0.24, 0.21, 0.21, 0.27, 0.23, 0.23]}

(2)
{"formula": "C10H22N2O3SrTe", "method": "ωB97M-V/def2-TZVPD", "molar_mass_g_mol": 433.52, "total_charge": 2, "species": ["Te", "Sr", "O", "O", "O", "N", "N", "C", "C", "C", "C", "C", "C", "C", "C", "C", "C", "H", "H", "H", "H", "H", "H", "H", "H", "H", "H", "H", "H", "H", "H", "H", "H", "H", "H", "H", "H", "H", "H"], "positions_angstrom": [[0.312202, 2.670360, 2.533821], [-0.996038, 1.517399, -0.412318], [-2.292169, -0.340676, 0.267409], [-0.085825, -0.834504, -0.864911], [1.119427, 1.306718, -1.486615], [-2.929538, -2.488733, 0.571851], [2.992418, 0.339272, -2.299900], [-2.709235, -3.928558, 0.436182], [1.796755, 0.285864, -1.754534], [3.812539, -0.831314, -2.607908], [1.195827, -1.076450, -1.424286], [-4.214552, -2.114117, 1.166794], [3.610516, 1.625279, -2.630143], [0.908972, 4.681831, 2.159873], [-0.772245, -2.016717, -0.485277], [-2.082046, -1.573209, 0.158428], [-1.381209, 3.154462, 3.734344], [-2.969595, -4.410507, 1.376551], [-4.240735, -2.443461, 2.204696], [1.234490, 5.110435, 3.102983], [-0.963601, -2.644406, -1.360372], [3.858650, 1.638925, -3.690275], [1.827930, -1.604714, -0.703800], [-0.171415, -2.589059, 0.228208], [-2.032867, 3.846082, 3.209601], [-1.910293, 2.231726, 3.958131], [-3.345903, -4.329972, -0.352115], [4.525488, 1.741810, -2.050319], [3.299199, -1.759055, -2.380008], [-1.021540, 3.598065, 4.657853], [-5.014431, -2.608166, 0.617199], [-4.344790, -1.040166, 1.117930], [4.734156, -0.789221, -2.028380], [1.106719, -1.689756, -2.325316], [-1.672619, -4.160134, 0.214600], [1.743141, 4.662765, 1.463479], [2.925683, 2.432773, -2.403232], [4.063345, -0.823707, -3.667567], [0.083188, 5.252836, 1.747344]], "forces_ev_per_a": [[-0.058, -0.025, -0.063], [0.120, 0.077, 0.067], [-0.084, -0.070, 0.008], [0.010, 0.046, 0.012], [-0.021, 0.004, 0.002], [-0.011, -0.006, -0.018], [-0.008, 0.007, -0.010], [0.007, 0.009, 0.002], [0.026, -0.001, -0.035], [-0.004, 0.008, 0.009], [0.046, -0.010, -0.002], [0.007, 0.002, -0.002], [0.008, -0.008, 0.012], [-0.001, 0.004, -0.002], [-0.024, -0.024, 0.032], [0.008, -0.019, 0.018], [-0.002, 0.002, 0.011], [0.000, 0.001, 0.002], [-0.001, 0.000, 0.000], [-0.004, -0.005, 0.002], [-0.005, 0.006, -0.007], [-0.002, -0.003, -0.003], [-0.006, -0.005, 0.000], [-0.003, 0.005, 0.008], [0.004, 0.000, -0.006], [0.001, 0.002, 0.000], [0.000, 0.000, 0.000], [0.002, 0.002, -0.004], [0.002, -0.002, -0.002], [0.011, 0.001, -0.005], [-0.002, 0.001, 0.001], [-0.003, 0.001, 0.000], [0.002, 0.000, -0.004], [-0.009, 0.010, -0.013], [-0.002, -0.004, -0.002], [-0.002, -0.001, -0.002], [0.000, 0.000, -0.003], [-0.001, -0.002, -0.003], [-0.002, -0.003, -0.001]], "mulliken_charge": [0.24, 2.00, -0.96, -0.05, -0.92, 0.07, 0.08, -0.93, 0.83, -0.94, -1.17, -0.97, -0.96, -0.97, -1.17, 0.85, -0.97, 0.35, 0.34, 0.32, 0.50, 0.33, 0.51, 0.48, 0.34, 0.31, 0.35, 0.34, 0.34, 0.33, 0.34, 0.29, 0.36, 0.49, 0.34, 0.31, 0.28, 0.36, 0.34]}

(3)
{"formula": "C6H11O", "method": "ωB97M-V/def2-TZVPD", "smiles": "C=C(C)CCC[O-]", "molar_mass_g_mol": 99.15, "total_charge": -1, "species": ["O", "C", "C", "C", "C", "C", "C", "H", "H", "H", "H", "H", "H", "H", "H", "H", "H", "H"], "positions_angstrom": [[-0.581665, 2.255363, 0.313431], [0.927426, -1.678490, -1.625223], [1.386200, 0.569519, -0.728890], [0.632089, -0.725494, -0.751952], [-0.668074, 0.038602, 1.346551], [-0.648156, -0.805527, 0.022229], [-1.286446, 1.434949, 1.131288], [-1.272292, -0.536444, 2.020064], [0.360968, 0.025606, 1.720399], [-2.292966, 1.198719, 0.740272], [2.383031, 0.571660, -0.256057], [0.844087, 1.312668, -0.221090], [-1.311235, 1.896492, 2.151247], [0.455147, -2.625870, -1.635132], [1.850936, -1.683588, -2.201825], [-1.430036, -0.442752, -0.625863], [-0.869595, -1.813955, 0.323043], [1.520575, 1.008545, -1.722490]], "forces_ev_per_a": [[-0.507, 0.035, -0.068], [1.474, -0.349, 0.158], [1.479, -0.236, -0.605], [-0.090, 0.301, -0.841], [0.315, -0.664, -1.582], [0.467, 0.950, 1.395], [1.602, 0.673, 0.175], [-0.496, -0.224, 0.813], [-0.058, 0.433, 0.241], [-0.617, 0.131, 0.284], [-0.152, -0.596, -0.121], [-1.121, 1.119, 0.881], [-0.775, -0.239, 0.120], [-0.905, -0.755, -0.011], [-0.091, 0.414, -0.099], [-0.504, 0.170, -0.231], [-0.076, -0.752, -0.335], [0.057, -0.411, -0.172]], "mulliken_charge": [-0.89, -1.10, -1.13, 0.69, -1.01, -0.54, -0.50, 0.47, 0.38, 0.26, 0.24, 0.30, 0.26, 0.34, 0.30, 0.26, 0.36, 0.32]}

Record-wise HOMO-LUMO gap values, in eV: 10.0; 8.2; 6.4